This record from the Open Molecules 2025 dataset describes a cluster of 12 separate species, C28H59Cl22N2O2P in total. The level of theory is wB97M-V/def2-TZVPD.

## Properties
* structure (SMILES): CCCCCN([PH2]=N)C(=O)O.ClCCCl.ClCCCl.ClCCCl.ClCCCl.ClCCCl.ClCCCl.ClCCCl.ClCCCl.ClCCCl.ClCCCl.ClCCCl
* electronic energy: -11827.70018 hartree
* LUMO: 0.00809 Eh
* F_max: 8.58 eV/A
* orbital gap: 0.310 Eh

Positions of all 114 atoms, in Å:
C1 2.6324 1.5157 -3.8234
C2 1.0702 1.0479 -3.6435
C3 0.8499 -0.0531 -2.4039
C4 0.4626 0.6460 -0.9730
C5 1.7017 0.7752 0.0959
N1 3.0755 0.8475 -0.5242
P1 4.0574 2.2012 0.0885
N2 5.6713 1.8605 0.1549
C6 3.8078 -0.4714 -0.5258
O1 4.7674 -0.6278 -1.4789
O2 3.5658 -1.6260 0.3509
H1 3.1063 2.0301 -2.8822
H2 3.3023 0.6275 -4.2536
H3 2.6476 2.3414 -4.6853
H4 0.3038 1.9294 -3.5023
H5 0.7919 0.4425 -4.6339
H6 1.7297 -0.8244 -2.3621
H7 -0.1114 -0.6777 -2.7375
H8 -0.1071 1.6558 -1.1875
H9 -0.3451 -0.0689 -0.4624
H10 1.5535 -0.0618 0.8992
H11 1.5328 1.8085 0.6696
H12 3.9296 3.3228 -0.8065
H13 3.6954 2.6079 1.4508
H14 6.1779 2.5312 -0.4958
H15 3.7481 -2.4351 -0.2467
Cl1 -0.8188 0.6443 1.9773
C7 -0.5340 -0.0837 3.5774
C8 0.4421 0.7298 4.4128
Cl2 2.0983 0.6700 3.7599
H16 -0.1795 -1.1080 3.4269
H17 -1.5044 -0.1305 4.0809
H18 0.4883 0.3256 5.4287
H19 0.1400 1.7793 4.4780
Cl3 4.3598 -3.8837 -2.0800
C9 5.7783 -4.8208 -1.5501
C10 5.4882 -5.6487 -0.3079
Cl4 5.2465 -4.6333 1.1355
H20 6.6049 -4.1229 -1.3853
H21 6.0503 -5.4798 -2.3802
H22 6.3363 -6.3061 -0.0931
H23 4.5988 -6.2726 -0.4376
Cl5 -0.5447 3.8085 5.6471
C11 0.2096 5.2125 4.8526
C12 -0.5355 5.6288 3.5939
Cl6 -0.3751 4.4270 2.2890
H24 1.2533 4.9624 4.6389
H25 0.1981 6.0310 5.5787
H26 -0.1230 6.5674 3.2113
H27 -1.6016 5.7801 3.7878
Cl7 -3.4713 0.6837 -2.9101
C13 -4.5067 0.0500 -1.6072
C14 -3.7813 -0.9679 -0.7410
Cl8 -3.4478 -2.4816 -1.6186
H28 -5.4051 -0.3766 -2.0637
H29 -4.8093 0.9073 -0.9983
H30 -4.4023 -1.2324 0.1204
H31 -2.8311 -0.5751 -0.3671
Cl9 -0.9450 4.3265 -8.1434
C15 -0.2429 4.7621 -6.5659
C16 0.0687 3.5383 -5.7186
Cl10 -1.4079 2.7082 -5.1678
H32 -0.9388 5.4371 -6.0585
H33 0.6784 5.3156 -6.7716
H34 0.6163 3.8384 -4.8198
H35 0.6819 2.8152 -6.2645
Cl11 -4.3593 -0.8948 5.1431
C17 -4.0745 -1.6228 6.7432
C18 -3.0983 -0.8093 7.5786
Cl12 -1.4421 -0.8692 6.9257
H36 -3.7200 -2.6471 6.5927
H37 -5.0449 -1.6696 7.2467
H38 -3.0521 -1.2135 8.5945
H39 -3.4005 0.2402 7.6438
Cl13 1.7945 3.9109 -10.2310
C19 2.8394 2.4781 -10.0683
C20 2.2899 1.4779 -9.0631
Cl14 2.3656 2.0924 -7.3929
H40 3.8421 2.8180 -9.7916
H41 2.8984 2.0155 -11.0581
H42 2.8850 0.5599 -9.0892
H43 1.2505 1.2156 -9.2822
Cl15 -3.3577 -5.5015 2.7808
C21 -2.3919 -5.3524 1.2921
C22 -0.9968 -4.8118 1.5644
Cl16 -1.0246 -3.1049 2.0730
H44 -2.9414 -4.7154 0.5923
H45 -2.3235 -6.3544 0.8576
H46 -0.3951 -4.8597 0.6516
H47 -0.4847 -5.3894 2.3397
Cl17 -6.9036 -1.4192 -0.4914
C23 -7.0016 -2.8914 0.5058
C24 -6.9553 -4.1581 -0.3343
Cl18 -8.4256 -4.3668 -1.3178
H48 -7.9168 -2.8373 1.1033
H49 -6.1476 -2.8678 1.1895
H50 -6.8845 -5.0341 0.3178
H51 -6.0924 -4.1646 -1.0070
Cl19 2.9295 -6.4535 4.0205
C25 3.8735 -5.2392 4.9181
C26 4.8030 -5.8751 5.9400
Cl20 3.9102 -6.6161 7.2915
H52 3.1724 -4.5433 5.3890
H53 4.4587 -4.6837 4.1789
H54 5.4562 -5.1117 6.3738
H55 5.4344 -6.6450 5.4867
Cl21 -5.1564 6.3340 1.8194
C27 -4.2799 6.3934 0.2703
C28 -2.7717 6.4091 0.4642
Cl22 -2.2024 7.9345 1.1866
H56 -4.6244 7.2730 -0.2820
H57 -4.5726 5.5023 -0.2932
H58 -2.2716 6.3123 -0.5044
H59 -2.4385 5.5853 1.1025

Atom charges from the Mulliken analysis, given in e for atoms 1 to 6: -0.46, -0.13, -0.22, 0.04, -0.60, 0.82



This record from the Open Molecules 2025 dataset describes a cluster of 5 separate species, C28H59N7O7P in total. The level of theory is wB97M-V/def2-TZVPD.

## Properties
* electronic energy: -2353.37576 hartree
* relative energy (zero: lowest compared OMol25 entry of this formula, charge and spin): 0.000 eV
* LUMO: -0.10224 Eh
* F_max: 1.11 eV/A
* total charge: +1
* orbital gap: 0.292 Eh

Positions of all 102 atoms, in Å:
C1 -1.2872 -4.0467 4.7638
C2 -1.3212 -5.5375 4.4138
C3 -2.6136 -5.9861 3.7136
C4 -2.5875 -5.7485 2.2069
O1 -3.7030 -4.9321 1.7435
C5 -3.3806 -3.6675 1.4078
C6 -3.4382 -2.6484 2.3373
C7 -3.1046 -1.3596 1.9898
P1 -3.1069 -0.0153 3.2747
N1 -4.1646 1.1089 2.5551
O2 -4.0006 -0.7934 4.4214
N2 -2.7164 -1.1262 0.7333
O3 -2.4100 0.1917 0.4576
C8 -1.3975 0.3302 -0.5625
C9 -0.0724 -0.3633 -0.3007
C10 0.9517 0.3262 -1.2233
C11 0.4164 -0.3581 1.1552
C12 1.0330 0.9721 1.6699
C13 0.4425 1.3261 3.0515
C14 2.5414 0.7951 1.8449
C15 -2.6699 -2.0816 -0.2135
C16 -2.9936 -3.3789 0.0857
N3 -2.8978 -4.3858 -0.8586
H1 -2.2807 -3.6713 5.0137
H2 -0.6199 -3.8406 5.5990
H3 -0.9215 -3.4437 3.9278
H4 -1.1402 -6.1374 5.3037
H5 -0.5015 -5.7383 3.7185
H6 -3.4859 -5.5023 4.1553
H7 -2.7278 -7.0521 3.9159
H8 -1.6603 -5.2434 1.9226
H9 -2.6130 -6.6819 1.6472
H10 -3.7381 -2.8752 3.3490
H11 -4.6219 0.7580 1.7231
H12 -4.8551 1.4997 3.1932
H13 -4.7639 -0.2621 4.6804
H14 -1.2607 1.4064 -0.6629
H15 -1.8084 0.0028 -1.5203
H16 -0.1400 -1.3890 -0.6748
H17 1.9413 -0.1101 -1.1337
H18 0.5771 0.2536 -2.2464
H19 0.9781 1.3882 -0.9826
H20 1.2007 -1.1167 1.2056
H21 -0.3563 -0.6744 1.8587
H22 0.8080 1.8140 1.0161
H23 1.1655 1.8829 3.6486
H24 -0.4807 1.9010 2.9684
H25 0.2093 0.4245 3.6215
H26 2.7195 0.0164 2.5915
H27 3.0265 1.7010 2.2016
H28 3.0363 0.4762 0.9278
H29 -2.3604 -1.8271 -1.2149
H30 -3.3115 -5.2363 -0.4960
H31 -3.3219 -4.1664 -1.7497
C17 -5.8892 4.3679 3.1872
O4 -5.6545 3.3373 3.7996
N4 -5.0130 5.3693 3.0401
C18 -5.3368 6.5799 2.3099
C19 -3.6937 5.2289 3.6378
H32 -6.8598 4.5572 2.7027
H33 -4.6566 6.7086 1.4665
H34 -5.2549 7.4508 2.9616
H35 -6.3553 6.5205 1.9326
H36 -3.1858 4.3551 3.2283
H37 -3.7797 5.0954 4.7160
H38 -3.1099 6.1211 3.4283
C20 0.1511 -1.9891 -4.4955
O5 -0.4632 -2.2397 -3.4655
N5 -0.3270 -1.2925 -5.5299
C21 0.4671 -1.0242 -6.7241
C22 -1.6851 -0.7850 -5.4603
H39 1.1869 -2.3312 -4.6464
H40 0.5764 0.0448 -6.8704
H41 -0.0274 -1.4580 -7.5954
H42 1.4527 -1.4643 -6.6202
H43 -1.7967 -0.1125 -4.6079
H44 -2.3925 -1.6063 -5.3379
H45 -1.9122 -0.2454 -6.3753
C23 6.1253 2.7560 1.8690
O6 5.6108 1.7071 1.5297
N6 6.4848 3.0527 3.1315
C24 7.0962 4.3179 3.4848
C25 6.2491 2.0613 4.1681
H46 6.3442 3.5665 1.1535
H47 8.0859 4.1577 3.9162
H48 6.4810 4.8508 4.2124
H49 7.1995 4.9361 2.5957
H50 6.7831 1.1391 3.9389
H51 5.1863 1.8261 4.2339
H52 6.5935 2.4522 5.1219
C26 3.8391 0.0462 -7.7210
O7 2.7127 0.5109 -7.7652
N7 4.8243 0.3538 -8.5772
C27 6.1473 -0.2310 -8.4780
C28 4.5465 1.3088 -9.6392
H53 4.1461 -0.6848 -6.9522
H54 6.8974 0.5470 -8.3281
H55 6.3905 -0.7803 -9.3889
H56 6.1834 -0.9182 -7.6354
H57 4.2410 2.2657 -9.2165
H58 3.7367 0.9458 -10.2717
H59 5.4420 1.4461 -10.2391

Atom charges from the Mulliken analysis, given in e for atoms 1 to 6: -0.69, -0.71, -0.63, -0.63, -0.59, 0.44



This record from the Open Molecules 2025 dataset describes a cluster of 11 separate species, C28H60N3O19 in total. The level of theory is wB97M-V/def2-TZVPD.

## Properties
* electronic energy: -2696.18222 hartree
* relative energy (zero: lowest compared OMol25 entry of this formula, charge and spin): 3.009 eV
* LUMO: 0.26680 Eh
* F_max: 5.42 eV/A
* total charge: -5
* orbital gap: 0.094 Eh

Positions of all 110 atoms, in Å:
C1 -5.1327 15.6088 22.7358
C2 -4.5111 14.2975 23.3823
C3 -2.9586 14.3685 23.5745
O1 -2.4429 13.5222 24.5448
C4 -1.0175 13.5014 24.6631
N1 -5.1609 14.1854 24.7909
H1 -4.8251 14.9213 25.3957
H2 -6.1632 14.2845 24.7154
H3 -4.8177 13.3888 25.3083
H4 -4.7721 16.5408 23.1710
H5 -6.2102 15.4894 22.6228
H6 -4.7435 15.7838 21.7328
H7 -4.7840 13.3605 22.8969
H8 -2.6579 15.3942 23.7880
H9 -2.3599 14.1782 22.6838
H10 -0.5290 13.2241 23.7290
H11 -0.7033 12.8785 25.5006
H12 -0.6815 14.4751 25.0199
C5 3.2411 11.0827 14.2940
C6 2.8543 11.5872 15.6885
C7 1.3808 11.2210 16.1676
O2 1.2899 9.8989 16.6472
C8 -0.0140 9.5738 17.1044
N2 3.9272 11.1082 16.6974
H13 4.5914 11.8301 16.9378
H14 3.4571 10.9137 17.5700
H15 4.4882 10.2837 16.5377
H16 2.4756 11.3764 13.5757
H17 3.6141 10.0711 14.1339
H18 4.0378 11.6330 13.7934
H19 2.9858 12.6674 15.7518
H20 0.6579 11.3791 15.3673
H21 1.0883 11.8927 16.9746
H22 -0.0254 8.4911 17.2299
H23 -0.8036 9.7583 16.3760
H24 -0.2773 10.1244 18.0074
C9 -2.5075 9.3150 22.4584
C10 -2.9337 10.7104 22.0058
C11 -1.7949 11.3953 21.1676
O3 -2.2082 12.6572 20.6926
C12 -1.1825 13.3735 20.0579
N3 -4.0752 10.5997 20.9540
H25 -3.8235 9.9651 20.2097
H26 -4.8826 10.3123 21.4884
H27 -4.3863 11.4100 20.4375
H28 -3.2876 8.8903 23.0901
H29 -1.5962 9.3037 23.0564
H30 -2.3313 8.6241 21.6340
H31 -3.3607 11.2373 22.8591
H32 -1.3000 10.8336 20.3754
H33 -0.9400 11.5774 21.8189
H34 -0.3515 13.6328 20.7138
H35 -1.4203 14.3827 19.7214
H36 -0.7203 12.9293 19.1764
C13 0.1843 14.8580 16.9533
C14 1.3089 14.9030 17.9533
O4 2.3285 14.1778 17.8788
O5 1.2046 15.6620 18.9882
H37 -0.6326 15.2930 17.5291
H38 -0.0742 13.8021 16.8736
H39 0.3782 15.4647 16.0687
C15 -2.7700 17.4616 20.2684
C16 -2.1170 18.3047 21.3386
O6 -2.6943 18.4641 22.4846
O7 -1.1864 19.0365 21.0364
H40 -2.7723 17.7879 19.2284
H41 -3.8275 17.3673 20.5154
H42 -2.1713 16.5508 20.2657
C17 1.8359 9.1361 20.2929
C18 2.4083 10.5351 20.1295
O8 3.4606 10.6844 19.4860
O9 1.9505 11.5389 20.7195
H43 2.4166 8.3457 20.7686
H44 1.7504 8.7734 19.2686
H45 0.8324 9.1571 20.7179
C19 -3.4115 10.8737 27.4802
C20 -4.5116 10.9442 26.3733
O10 -5.4939 11.7075 26.6555
O11 -4.2959 10.2136 25.3466
H46 -3.7213 10.3388 28.3780
H47 -2.8177 11.7772 27.6188
H48 -2.5939 10.2630 27.0973
C21 -1.8449 6.6795 19.3504
C22 -2.6459 7.4907 18.3822
O12 -2.7399 7.3692 17.1731
O13 -3.3399 8.3886 18.9209
H49 -2.0707 5.6254 19.1887
H50 -1.9779 6.8744 20.4145
H51 -0.7729 6.7232 19.1580
C23 -6.7380 8.6433 20.0694
C24 -7.5675 9.2668 21.2103
O14 -8.6351 8.7236 21.5499
O15 -7.1255 10.3144 21.7604
H52 -5.8983 8.0558 20.4407
H53 -6.5752 9.2988 19.2139
H54 -7.3989 7.9044 19.6163
C25 -5.0434 13.9781 17.9753
C26 -6.0717 14.0063 19.0929
O16 -7.0197 14.8508 18.9841
O17 -5.8161 13.1406 19.9697
H55 -5.0641 14.7731 17.2299
H56 -4.8682 13.0090 17.5081
H57 -4.1233 14.2076 18.5128
C27 0.7716 16.6338 23.4629
C28 1.7340 15.8348 22.6466
O18 1.5868 14.6006 22.5306
O19 2.7188 16.3325 22.0505
H58 -0.0622 16.1618 23.9827
H59 0.3106 17.4941 22.9777
H60 1.3085 17.1414 24.2643

Atom charges from the Mulliken analysis, given in e for atoms 1 to 6: -1.23, 0.47, -0.23, -0.31, -0.80, 0.04



This record from the Open Molecules 2025 dataset describes a structure of composition C28H62B2MgO15S6. The level of theory is wB97M-V/def2-TZVPD.

## Properties
* electronic energy: -4871.56126 hartree
* relative energy (zero: lowest compared OMol25 entry of this formula, charge and spin): 0.000 eV
* LUMO: -0.00910 Eh
* F_max: 2.54 eV/A
* orbital gap: 0.344 Eh

Positions of all 114 atoms, in Å:
Mg1 1.2566 -1.0672 -1.3621
B1 0.5722 0.3783 0.0758
H1 -0.1440 -0.4710 -0.3173
H2 0.5739 1.3333 -0.6680
H3 0.1906 0.7162 1.1740
H4 1.7029 0.0407 0.1032
B2 3.1747 -1.1554 -2.1610
H5 4.1588 -1.1217 -2.8608
H6 3.3652 -1.8069 -1.1905
H7 2.8417 -0.0774 -1.8256
H8 2.2775 -1.5946 -2.7856
C1 -4.1245 1.4831 -1.1612
C2 -3.5994 2.5413 -0.2458
C3 -2.0715 2.5338 -0.0628
O1 -1.6561 3.8381 -0.4521
C4 -2.7307 4.5800 -0.8485
O2 -2.6625 5.7247 -1.1320
O3 -3.8546 3.8393 -0.8276
H9 -5.1367 1.7520 -1.4623
H10 -4.0677 0.4852 -0.7334
H11 -3.5221 1.4890 -2.0773
H12 -4.1297 2.4915 0.7074
H13 -1.6443 1.7684 -0.7106
H14 -1.7900 2.2667 0.9512
C5 0.5975 2.3128 4.1581
C6 -0.3682 1.6308 5.1298
C7 -1.0440 2.7390 5.9115
S1 -1.4767 3.9054 4.6366
O4 -1.5758 5.2400 5.1440
O5 -2.5997 3.3424 3.9229
C8 0.0110 3.6468 3.6749
H15 0.8029 1.6634 3.3111
H16 1.5761 2.4933 4.6105
H17 0.0855 0.8813 5.7708
H18 -1.1529 1.1996 4.5094
H19 -0.3332 3.2494 6.5678
H20 -1.9474 2.4987 6.4674
H21 0.6840 4.4572 3.9478
H22 -0.2631 3.7445 2.6290
C9 -1.6888 -3.5975 -5.4037
C10 -1.5650 -4.6887 -4.3437
C11 -1.7801 -4.0653 -2.9608
S2 -1.4493 -2.3108 -3.1295
O6 -0.3200 -1.9635 -2.2976
O7 -2.6719 -1.5809 -3.0370
C12 -0.9213 -2.4254 -4.8198
H23 -2.7285 -3.3791 -5.6485
H24 -1.1843 -3.8797 -6.3277
H25 -0.5621 -5.1109 -4.4435
H26 -2.2451 -5.5223 -4.5083
H27 -1.0383 -4.4362 -2.2575
H28 -2.7979 -4.1903 -2.6072
H29 0.1116 -2.7844 -4.7296
H30 -0.9086 -1.4578 -5.3118
C13 1.5996 3.7789 -4.2432
C14 1.9948 2.6751 -5.2403
C15 0.9037 1.6400 -5.2469
S3 0.2847 1.6318 -3.5436
O8 0.7011 0.4471 -2.8506
O9 -1.0877 2.0348 -3.6042
C16 1.2436 3.0244 -2.9728
H31 0.7300 4.3349 -4.6057
H32 2.4267 4.4763 -4.1368
H33 2.9227 2.2106 -4.8921
H34 2.1946 3.0650 -6.2380
H35 1.2205 0.6184 -5.4580
H36 0.0340 1.8664 -5.8606
H37 2.1913 2.5918 -2.6358
H38 0.6806 3.4947 -2.1722
C17 3.6882 2.2001 1.8280
C18 4.0374 2.4092 0.3492
C19 3.2769 3.6504 -0.0754
S4 3.4367 4.7982 1.2925
O10 2.2031 5.4153 1.6851
O11 4.5753 5.6229 1.0088
C20 3.8928 3.5630 2.5153
H39 4.3191 1.4218 2.2534
H40 2.6490 1.8952 1.9624
H41 3.7263 1.5868 -0.3056
H42 5.1206 2.5303 0.2876
H43 2.2278 3.4155 -0.2590
H44 3.6484 4.2258 -0.9233
H45 3.2109 3.7013 3.3524
H46 4.9243 3.6941 2.8315
C21 0.9529 -5.8152 1.8199
C22 2.1847 -5.8666 0.8902
C23 2.8332 -4.4989 0.9672
S5 1.4814 -3.3471 1.1830
O12 1.2597 -2.6428 -0.0527
O13 1.7207 -2.6321 2.4025
C24 0.1948 -4.5596 1.4391
H47 1.3376 -5.7753 2.8429
H48 0.3735 -6.7273 1.7027
H49 1.8534 -6.1091 -0.1247
H50 2.8686 -6.6600 1.1872
H51 3.4519 -4.1998 0.1249
H52 3.4033 -4.4143 1.8923
H53 -0.3129 -4.8047 0.5105
H54 -0.4397 -4.1707 2.2282
C25 -2.5351 -2.0484 3.6493
C26 -3.7575 -2.9751 3.5668
C27 -3.6857 -3.6706 2.2243
S6 -3.1921 -2.3787 1.0825
O14 -4.3718 -1.6836 0.6445
O15 -2.2701 -3.0026 0.1564
C28 -2.3261 -1.3583 2.2906
H55 -1.6313 -2.5965 3.9196
H56 -2.6802 -1.2756 4.4021
H57 -4.6843 -2.4026 3.6445
H58 -3.7734 -3.6992 4.3820
H59 -4.5812 -4.1716 1.8679
H60 -2.8516 -4.3755 2.1884
H61 -2.7455 -0.3599 2.1896
H62 -1.2805 -1.3776 1.9839

Atom charges from the Mulliken analysis, given in e for atoms 1 to 6: 2.38, 1.26, 0.14, -0.71, -0.70, -0.12



Q: Which of these has the lowest LUMO?
A: C28H59N7O7P



Q: What is the formula in the second record?
A: C28H59N7O7P